Record 1
The following is a quantum chemistry calculation of a structure of composition C18H28AsKN3OSi2 in a non-equilibrium geometry, from OMol25.

Structure (XYZ):
```
54
Properties=species:S:1:pos:R:3
K -0.17 -0.27 0.00
O 1.27 4.01 -0.11
C 1.10 2.77 -0.02
N -0.05 2.13 0.08
C -1.18 3.01 0.06
C -2.52 2.33 0.09
C -3.67 3.13 0.13
C -4.92 2.53 0.14
C -5.00 1.15 0.12
C -3.82 0.43 0.08
N -2.61 1.00 0.07
C 2.33 1.89 -0.01
C 3.58 2.52 -0.04
C 4.72 1.75 -0.04
C 4.60 0.36 -0.02
C 3.33 -0.18 0.00
N 2.22 0.56 0.01
H -1.16 3.66 -0.83
H -1.15 3.70 0.92
H -3.56 4.20 0.15
H -5.82 3.14 0.17
H -5.95 0.64 0.14
H -3.84 -0.66 0.06
H 3.59 3.60 -0.06
H 5.70 2.21 -0.07
H 5.47 -0.28 -0.02
H 3.18 -1.25 0.01
C 0.42 -4.06 -3.37
Si 1.03 -4.61 -1.65
C 0.97 -6.52 -1.73
C 2.89 -4.19 -1.65
As 0.01 -3.78 0.22
Si -2.14 -3.79 -0.53
C -2.61 -2.57 -1.94
C -2.85 -5.45 -1.15
C -3.26 -3.29 0.93
H 1.06 -4.41 -4.18
H 0.36 -2.97 -3.44
H -0.59 -4.45 -3.56
H 1.47 -6.94 -2.61
H -0.07 -6.85 -1.74
H 1.44 -6.94 -0.84
H 3.46 -4.79 -2.36
H 3.31 -4.36 -0.65
H 3.05 -3.13 -1.90
H -2.23 -2.93 -2.90
H -2.16 -1.58 -1.76
H -3.69 -2.44 -2.04
H -2.33 -5.77 -2.06
H -3.92 -5.38 -1.38
H -2.71 -6.23 -0.40
H -2.88 -2.38 1.40
H -3.25 -4.08 1.69
H -4.30 -3.11 0.64
```

Output
Total charge ... -1
Total energy ... -4357.07544 Ha
HOMO ... -3.6 eV
Energy above the lowest of the compared OMol25 structures with the same formula, charge and spin ... 0.0 kJ/mol
Lowest unoccupied orbital energy ... 2.45 eV



Record 2
The following is a quantum chemistry calculation of a structure of composition C18H28CoN3O7Sb, from OMol25.

Structure (XYZ):
```
58
Properties=species:S:1:pos:R:3
Co 0.25 -0.59 -0.25
C 3.86 -2.03 2.39
N 2.48 -2.34 2.72
C 2.25 -3.33 3.76
C 1.49 -1.86 1.95
O 1.71 -1.08 1.02
C 0.08 -2.30 2.30
O -0.86 -1.85 1.35
C -1.96 -1.10 1.89
C -1.29 1.17 1.31
O -0.12 0.97 0.71
N -1.24 2.39 2.09
C -0.79 3.55 1.34
C -2.33 2.71 3.00
H 4.37 -1.63 3.27
H 3.89 -1.30 1.59
H 4.38 -2.94 2.06
H 3.15 -3.39 4.36
H 2.04 -4.31 3.35
H 1.43 -3.03 4.42
H -0.16 -1.92 3.30
H 0.05 -3.40 2.33
H -2.35 -1.64 2.76
H -2.70 -1.12 1.08
H 0.08 3.29 0.75
H -0.51 4.33 2.05
H -1.57 3.96 0.68
H -3.23 3.10 2.50
H -1.97 3.47 3.69
H -2.60 1.83 3.58
O -3.39 1.96 0.33
C -2.45 1.21 0.23
O -1.62 0.15 2.32
C -2.39 0.35 -1.04
C -3.49 0.35 -1.89
C -3.51 -0.51 -2.98
C -2.45 -1.37 -3.17
C -1.38 -1.32 -2.29
N -1.35 -0.46 -1.27
C -0.17 -2.25 -2.37
O -0.09 -3.04 -3.29
O 0.65 -2.09 -1.39
H -4.30 1.02 -1.66
H -4.35 -0.51 -3.65
H -2.40 -2.09 -3.98
C 2.87 2.79 -2.34
Sb 1.73 0.99 -2.12
C 2.72 -0.13 -3.65
C 0.13 1.66 -3.40
H 3.02 2.98 -3.40
H 3.84 2.70 -1.84
H 2.32 3.62 -1.89
H 2.69 0.42 -4.59
H 2.23 -1.09 -3.76
H 3.76 -0.30 -3.37
H 0.54 2.35 -4.14
H -0.64 2.17 -2.82
H -0.31 0.81 -3.90
```

Output
⟨S²⟩ ... 0.7559
Total energy ... -3016.67161 Ha
Multiplicity ... 2
HOMO (spin up / spin down) ... -7.7 / -8.0 eV
Energy above the lowest of the compared OMol25 structures with the same formula, charge and spin ... 158.3 kJ/mol
Lowest unoccupied orbital energy (spin up / spin down) ... -0.24 / -0.23 eV



Record 3
The following is a quantum chemistry calculation of a structure of composition C18H28CrN4O6S, from OMol25.

Structure (XYZ):
```
58
Properties=species:S:1:pos:R:3
Cr 0.69 -0.23 -0.07
C -0.28 1.29 2.45
N 0.11 1.62 1.06
C 1.31 2.49 1.15
C -1.01 2.45 0.51
C -0.87 2.80 -0.95
N -1.08 1.63 -1.79
C -0.45 1.79 -3.09
C -2.51 1.38 -1.99
H -0.50 2.22 3.00
H 0.54 0.79 2.96
H -1.16 0.66 2.46
H 1.07 3.38 1.74
H 1.64 2.79 0.16
H 2.12 1.94 1.63
H -1.06 3.37 1.10
H -1.94 1.90 0.68
H 0.12 3.19 -1.15
H -1.58 3.60 -1.19
H -0.88 2.63 -3.65
H -0.59 0.88 -3.68
H 0.62 1.96 -2.96
H -2.98 2.20 -2.55
H -3.04 1.27 -1.05
H -2.64 0.45 -2.56
O 2.90 -1.55 2.91
C 2.03 -1.25 2.14
O 2.12 -0.35 1.18
C 0.65 -1.88 2.22
C 0.35 -2.81 3.21
C -0.92 -3.32 3.25
C -1.88 -2.89 2.31
C -3.21 -3.38 2.32
C -4.12 -2.93 1.41
C -3.73 -1.98 0.44
C -2.45 -1.50 0.40
C -1.50 -1.95 1.33
N -0.22 -1.46 1.31
H 1.13 -3.09 3.90
H -1.20 -4.04 4.01
H -3.49 -4.10 3.08
H -5.13 -3.30 1.42
H -4.46 -1.63 -0.28
H -2.16 -0.79 -0.36
C 3.72 1.23 -3.08
S 3.42 0.93 -1.35
C 4.15 -0.69 -1.23
O 1.89 0.78 -1.31
H 4.79 1.19 -3.25
H 3.34 2.22 -3.32
H 3.19 0.46 -3.65
H 5.23 -0.55 -1.37
H 3.74 -1.35 -1.99
H 3.95 -1.07 -0.23
O -0.35 -1.00 -1.84
N 0.55 -1.89 -1.97
O 0.66 -2.60 -2.92
O 1.36 -1.93 -0.96
```

Output
⟨S²⟩ ... 3.7772
Total charge ... +1
Total energy ... -2815.60238 Ha
Multiplicity ... 4
HOMO (spin up / spin down) ... -11.8 / -11.9 eV
Lowest unoccupied orbital energy (spin up / spin down) ... -3.51 / -3.68 eV



Record 4
The following is a quantum chemistry calculation of a cluster of 5 separate species, C18H28F2N3O6 in total, from OMol25.

Structure (XYZ):
```
57
Properties=species:S:1:pos:R:3
O 5.53 -1.67 1.93
C 5.70 -1.24 0.85
F 6.34 -0.14 0.58
N 5.18 -1.85 -0.39
C 5.83 -3.12 -0.72
O 6.00 -3.43 -1.84
F 6.24 -3.81 0.30
N 3.78 -2.04 -0.20
C 3.01 -0.97 -0.32
C 1.65 -1.11 -0.11
C 1.21 -2.37 0.20
C 2.11 -3.44 0.25
N 3.40 -3.27 0.06
H 3.46 -0.02 -0.56
H 0.98 -0.26 -0.19
H 0.16 -2.56 0.39
H 1.75 -4.43 0.46
C -1.94 2.60 -0.90
C -1.86 1.13 -0.62
O -0.79 0.60 -0.39
C -3.15 0.37 -0.61
H -0.94 3.04 -0.88
H -2.38 2.76 -1.89
H -2.56 3.09 -0.15
H -3.62 0.45 -1.59
H -3.81 0.76 0.16
H -2.95 -0.68 -0.40
C 0.50 -0.54 -3.59
C -0.42 0.50 -4.17
O -1.45 0.80 -3.62
C 0.00 1.14 -5.47
H 0.08 -0.92 -2.66
H 0.63 -1.37 -4.29
H 1.48 -0.10 -3.39
H 0.10 0.38 -6.25
H 0.96 1.65 -5.34
H -0.75 1.86 -5.78
C 2.79 3.68 1.94
C 1.74 2.63 1.68
O 1.94 1.69 0.93
C 0.42 2.78 2.38
H 3.69 3.45 1.37
H 2.41 4.66 1.64
H 3.03 3.70 3.00
H -0.04 3.73 2.10
H 0.57 2.78 3.46
H -0.24 1.97 2.10
C -6.61 -1.86 2.53
C -5.45 -0.90 2.58
O -5.20 -0.16 1.65
C -4.62 -0.90 3.84
H -7.13 -1.76 1.58
H -6.25 -2.89 2.64
H -7.31 -1.64 3.34
H -4.18 -1.89 4.00
H -5.24 -0.65 4.70
H -3.82 -0.16 3.74
```

Output
Total charge ... +1
Total energy ... -1517.81361 Ha
HOMO ... -11.7 eV
Lowest unoccupied orbital energy ... -4.72 eV



Record 5
The following is a quantum chemistry calculation of a structure of composition C18H28F6KNO7S2, from OMol25.

Structure (XYZ):
```
63
Properties=species:S:1:pos:R:3
K -0.04 -0.25 -0.25
C -3.22 0.59 0.94
O -1.91 1.10 1.15
C -1.46 0.83 2.47
C -0.09 1.46 2.68
O 0.95 0.89 1.90
C 1.53 -0.29 2.45
C 2.71 -0.69 1.58
O 2.34 -1.35 0.38
C 2.20 -2.76 0.53
H -3.95 1.14 1.54
H -3.46 0.73 -0.12
H -3.28 -0.47 1.18
H -2.15 1.26 3.20
H -1.43 -0.26 2.63
H -0.14 2.51 2.40
H 0.16 1.40 3.74
H 1.89 -0.08 3.47
H 0.80 -1.10 2.51
H 3.25 0.22 1.29
H 3.40 -1.32 2.16
H 3.14 -3.19 0.86
H 1.41 -3.01 1.24
H 1.92 -3.16 -0.44
C -0.78 5.48 -0.75
C -1.26 4.05 -0.45
C -2.77 3.96 -0.65
C -0.47 3.05 -1.27
C 0.89 2.87 -0.98
C 1.67 2.01 -1.72
C 1.14 1.28 -2.79
C 1.99 0.33 -3.58
C -0.21 1.45 -3.07
C -1.00 2.32 -2.32
H -1.30 6.20 -0.12
H -0.97 5.73 -1.79
H 0.29 5.58 -0.56
H -1.06 3.83 0.60
H -3.05 4.24 -1.67
H -3.28 4.65 0.02
H -3.14 2.96 -0.45
H 1.33 3.41 -0.15
H 2.72 1.89 -1.47
H 2.09 -0.62 -3.05
H 2.99 0.74 -3.73
H 1.55 0.12 -4.55
H -0.66 0.88 -3.87
H -2.05 2.42 -2.58
F 0.16 -4.75 -2.69
C -0.76 -4.07 -3.38
F -1.85 -4.83 -3.52
F -0.26 -3.81 -4.59
S -1.18 -2.47 -2.56
O 0.09 -1.97 -2.08
O -1.88 -1.73 -3.57
N -2.17 -2.82 -1.38
S -1.67 -3.30 0.04
O -0.84 -4.46 0.05
O -1.26 -2.20 0.90
C -3.30 -3.82 0.73
F -3.10 -4.22 1.99
F -4.16 -2.80 0.74
F -3.81 -4.82 0.03
```

Output
Total energy ... -3279.66041 Ha
HOMO ... -9.1 eV
Energy above the lowest of the compared OMol25 structures with the same formula, charge and spin ... 17.7 kJ/mol
Lowest unoccupied orbital energy ... 0.04 eV



Record 6
The following is a quantum chemistry calculation of a structure of composition C18H28MnNO4P2 in a non-equilibrium geometry, from OMol25.

Structure (XYZ):
```
54
Properties=species:S:1:pos:R:3
Mn -0.03 -0.56 0.11
P -2.30 -0.12 -0.60
C -2.13 0.30 -2.28
C -0.86 0.77 -2.67
N 0.24 0.54 -1.86
C 1.46 0.89 -2.30
C 1.64 1.61 -3.48
C 0.56 1.91 -4.29
C -0.69 1.48 -3.89
C 2.68 0.53 -1.50
P 2.33 -0.93 -0.47
H -1.59 1.66 -4.47
H 2.64 1.91 -3.75
H 0.67 2.50 -5.20
H 3.55 0.39 -2.16
H 2.96 1.33 -0.80
H -2.13 -1.76 -3.90
H -2.96 0.46 -2.97
H -0.72 -3.86 -2.71
O -1.93 -2.72 -3.99
H -2.45 -2.94 -4.79
H -0.29 -2.15 -0.39
O -0.44 -4.26 -1.85
H 0.43 -3.87 -1.69
C 2.83 -2.30 -1.54
H 3.87 -2.25 -1.89
H 2.70 -3.20 -0.93
H 2.16 -2.32 -2.41
C 3.60 -0.86 0.82
H 3.46 -1.79 1.39
H 4.65 -0.80 0.49
H 3.37 0.00 1.46
C -3.02 1.28 0.33
H -4.02 1.54 -0.03
H -3.08 1.02 1.40
H -2.35 2.14 0.21
C -3.42 -1.52 -0.36
H -3.56 -1.65 0.72
H -4.40 -1.36 -0.84
H -2.93 -2.41 -0.79
O 0.91 -0.68 2.46
C 0.38 0.48 2.49
O 0.05 1.13 1.43
C 0.09 1.13 3.80
C -0.56 2.37 3.84
C -0.78 2.99 5.07
C -0.36 2.39 6.26
C 0.28 1.15 6.21
C 0.49 0.50 4.99
H -0.86 2.83 2.90
H -1.27 3.95 5.09
H -0.52 2.89 7.21
H 0.63 0.68 7.13
H 1.00 -0.46 4.95
```

Output
⟨S²⟩ ... 9.0060
Total charge ... +1
Total energy ... -2891.91457 Ha
Multiplicity ... 6
HOMO (spin up / spin down) ... -11.4 / -11.4 eV
Energy above the lowest of the compared OMol25 structures with the same formula, charge and spin ... 259.3 kJ/mol
Lowest unoccupied orbital energy (spin up / spin down) ... -3.83 / -5.48 eV